1.
Computed, not measured: a cluster of 2 separate species, C16H12FO10P in total at a distorted geometry, with ωB97M-V/def2-TZVPD.

Properties
* electronic energy: -49268.9855 eV
* strongest force on any atom: 3.96 eV Å⁻¹
* molecular weight: 414.23 g/mol
* orbital gap: 2.970 eV
* highest occupied orbital energy: -0.3 eV

```
! wB97M-V def2-TZVPD RIJCOSX def2/J DEFGRID3
* xyz -2 1
O -2.82930 -0.36552 4.10740
C -2.65541 -0.38154 2.90884
C -1.94758 -1.48624 2.18717
C -0.55108 -1.02282 1.89592
C 0.44154 -1.04774 2.79220
C 0.38124 -1.56372 4.18576
C 0.96915 -2.96145 4.22729
F 2.34665 -2.92908 4.12118
C 1.76337 -0.48332 2.36529
O 2.49072 0.07259 3.16964
C 2.08847 -0.60686 0.93508
C 1.09517 -0.61430 0.04810
P 1.57706 -0.77364 -1.71068
O 2.74489 -1.66636 -1.70771
O 0.38517 -1.36164 -2.57059
O 1.90216 0.60315 -2.36561
C -0.28445 -0.49887 0.54349
O -1.13262 0.05289 -0.13888
H -2.98524 0.45933 2.28577
H -2.48339 -1.68257 1.26696
H -1.93464 -2.37119 2.80250
H -0.62787 -1.64162 4.56128
H 0.97151 -0.89795 4.79997
H 0.61837 -3.49924 3.35397
H 0.69138 -3.48346 5.13431
H 3.12376 -0.69454 0.65833
H -0.42537 -1.43714 -2.05280
H 1.58026 1.38897 -1.85636
C -0.46409 3.47471 -4.90751
C 0.43051 3.64713 -3.84041
C 0.27689 2.62508 -2.68328
O 1.07080 2.62963 -1.70379
C -0.77430 1.69984 -2.75016
C -1.68243 1.52496 -3.80395
C -1.47294 2.47765 -5.01785
O -2.17485 2.36031 -6.03416
O -2.60411 0.69216 -3.83548
O 1.31353 4.52050 -3.74657
H -0.40337 4.14946 -5.75755
H -0.82956 1.09246 -1.86709
*
```

2.
Computed, not measured: a structure of composition C16H13BF2N3O7S2W, with ωB97M-V/def2-TZVPD.

Properties
* electronic energy: -65208.3243 eV
* strongest force on any atom: 0.93 eV Å⁻¹
* molecular weight: 656.08 g/mol
* orbital gap (spin up / spin down): 7.043 / 7.044 eV
* highest occupied orbital energy (spin up / spin down): -12.4 / -12.4 eV

```
! wB97M-V def2-TZVPD RIJCOSX def2/J DEFGRID3
* xyz 1 1
W 0.00822 0.41447 -0.02803
C -2.22941 6.01113 4.90722
C -1.53007 4.81701 4.33147
C -0.99949 4.84860 3.04366
C -0.36758 3.74430 2.49956
C -0.26504 2.59438 3.27110
C -0.75944 2.53877 4.57313
C -1.39740 3.64790 5.08722
S 0.56081 1.18704 2.65923
O 1.17269 1.58873 1.33995
O 1.37484 0.61606 3.66994
N -0.41840 0.10048 1.96638
C -1.14690 -0.98122 2.45877
C -1.51284 -1.26289 3.74501
C -2.24871 -2.43863 4.00598
C -2.59621 -3.30017 3.00410
C -2.20989 -3.03089 1.66882
C -2.49569 -3.86598 0.56970
C -2.05330 -3.51449 -0.67743
C -1.32587 -2.33388 -0.85300
N -1.03858 -1.51762 0.15529
C -1.47960 -1.86213 1.41204
H -2.04413 6.90617 4.31735
H -1.90396 6.19675 5.93050
H -3.30735 5.84066 4.93345
H -1.07052 5.75621 2.45874
H 0.05819 3.78857 1.50724
H -0.61701 1.65632 5.18263
H -1.78135 3.61988 6.09884
H -1.23604 -0.60841 4.55982
H -2.53550 -2.65562 5.02545
H -3.16185 -4.19689 3.21819
H -3.05765 -4.77893 0.72156
H -2.24864 -4.13085 -1.54239
H -0.96918 -2.04569 -1.82989
O 1.31207 1.19817 -3.44653
S 0.15523 1.19699 -2.64318
O 0.42871 1.90285 -1.25296
O 0.01791 -0.20453 -1.89745
O -1.11771 1.59214 -3.12516
O -2.06577 1.02375 -0.24797
N -1.57936 1.83778 0.44628
F 2.43482 -1.73120 0.86931
B 1.92485 -0.73320 0.19868
F 2.72390 -0.03219 -0.60894
*
```

3.
Computed, not measured: the molecule C16H13BrF3N3O at a distorted geometry, with ωB97M-V/def2-TZVPD.

Properties
* electronic energy: -101504.6192 eV
* strongest force on any atom: 13.44 eV Å⁻¹
* molecular weight: 400.20 g/mol
* orbital gap: 7.203 eV
* highest occupied orbital energy: -7.7 eV
* SMILES: O=C(CNc1cccc(C(F)(F)F)c1)N/N=C/c1cccc(Br)c1

```
! wB97M-V def2-TZVPD RIJCOSX def2/J DEFGRID3
* xyz 0 1
O 3.34403 1.27380 1.25315
C 2.09681 1.44688 0.83667
N 0.99399 1.18334 1.65433
N -0.13970 1.42274 1.28340
C -1.02000 1.38608 2.04165
C -2.32303 1.38004 1.79657
C -3.23961 1.03479 2.81606
C -4.77001 1.21296 2.21003
C -5.10628 1.67214 0.97499
C -4.13974 2.04984 0.19302
C -2.82192 1.63787 0.43543
H -1.99923 2.02653 -0.36532
H -4.37408 2.58617 -0.83812
H -6.20297 1.71087 0.85660
Br -6.11597 0.80757 3.48957
H -3.04409 0.59583 3.73882
H -0.76902 0.97348 3.24649
H 1.48897 0.93985 2.66659
C 1.66458 1.68164 -0.70384
N 0.93975 0.66539 -1.16031
C 1.24397 -0.53610 -1.49960
C 2.64853 -1.20505 -1.32858
C 2.77845 -2.48377 -1.62969
C 1.86977 -3.40045 -1.78953
C 0.34208 -2.85878 -2.15967
C 0.11759 -1.47332 -1.63622
H -0.75168 -0.97324 -1.60478
H -0.43660 -3.61548 -2.15009
H 2.13095 -4.34151 -2.02025
C 4.23671 -2.82325 -1.50930
F 5.03965 -1.98217 -2.06976
F 4.60595 -3.12363 -0.46320
F 4.40784 -3.95509 -2.33998
H 3.43409 -0.24625 -1.17320
H -0.00476 0.96429 -0.97505
H 2.61468 1.59768 -1.26980
H 1.26029 2.76830 -0.80710
*
```

4.
Computed, not measured: a structure of composition C16H13Cl2N3O3Rh, with ωB97M-V/def2-TZVPD.

Properties
* electronic energy: -55462.0639 eV
* strongest force on any atom: 0.41 eV Å⁻¹
* molecular weight: 469.11 g/mol
* orbital gap: 7.199 eV
* highest occupied orbital energy: -11.8 eV

```
! wB97M-V def2-TZVPD RIJCOSX def2/J DEFGRID3
* xyz 1 1
Rh -0.47400 0.62026 -1.32434
C -1.67143 -0.45140 2.54942
C -1.56633 -0.13001 1.10245
N -0.46568 0.24374 0.54797
N 0.78191 0.12141 1.07092
C 1.52092 -0.44474 0.12962
O 1.05263 -0.65560 -1.06454
C 2.88664 -0.87688 0.44313
C 3.39920 -0.71988 1.73064
C 4.68917 -1.13302 2.00917
C 5.46621 -1.70498 1.00925
C 4.95689 -1.86237 -0.27238
C 3.66794 -1.44720 -0.55966
C -2.60877 -0.43212 0.12098
C -3.89992 -0.80453 0.43835
C -4.73838 -1.23869 -0.57866
C -4.25935 -1.29948 -1.87446
C -2.95751 -0.90319 -2.12925
N -2.15446 -0.48370 -1.15402
H -0.73430 -0.22694 3.04926
H -1.91332 -1.50604 2.69076
H -2.46962 0.14295 2.99829
H 2.78584 -0.27255 2.50032
H 5.09134 -1.01116 3.00562
H 6.47459 -2.02903 1.23054
H 5.56577 -2.30653 -1.04793
H 3.26177 -1.56043 -1.55491
H -4.24015 -0.75762 1.46301
H -5.75537 -1.53142 -0.35676
H -4.87937 -1.64181 -2.68991
H -2.54121 -0.91622 -3.12756
Cl -1.78799 5.12107 -2.61501
C -0.56117 4.51097 -1.52152
Cl -0.87196 4.95498 0.16813
C -0.49771 3.00511 -1.54025
O 0.59785 2.41555 -1.35953
O -1.55426 2.29232 -1.68348
H 0.40360 4.91919 -1.80365
*
```

Q: Which value of strongest force on any atom does entry 3 give?
A: 13.44 eV Å⁻¹

Q: The lowest molecular weight belongs to which entry?
A: C16H13BrF3N3O

Q: Which of these has the lowest strongest force on any atom?
A: C16H13Cl2N3O3Rh

Q: Which formula does entry 3 have?
A: C16H13BrF3N3O